No. 1
The following is a DFT calculation (ωB97M-V with the def2-TZVPD basis set) of a 2-piece molecular cluster, C3H10O3 overall.

Last column: Mulliken charge in e.
CARTESIAN COORDINATES (ANGSTROEM)
O  -0.2363  2.8344  0.2508  -0.546
C  -0.0890  1.5327  -0.2434  -0.519
C  -0.7800  0.5230  0.7073  -0.207
C  -0.5251  -0.9185  0.3661  -0.273
O  -1.2770  -1.9031  1.0294  -0.508
H  -1.1382  3.1973  -0.0092  0.310
H  -0.3432  1.5727  -1.2859  0.355
H  0.9593  1.2860  -0.0965  0.224
H  -0.3605  0.6361  1.7757  0.193
H  -1.8240  0.9153  0.7556  0.234
H  -0.7199  -1.2423  -0.7471  0.232
H  0.5533  -1.1937  0.5102  0.203
H  -1.1644  -1.7115  1.9276  0.295
O  2.1384  -1.5766  -1.4573  -0.585
H  2.5025  -2.3125  -1.0542  0.294
H  2.3043  -1.6391  -2.4292  0.298

Cartesian forces (eV/Å) of the 3 atoms listed first:
O -1.8 1.8 0.0
C 1.0 -0.7 1.8
C -0.4 1.1 0.9

* molecular weight: 94.11 g mol⁻¹
* frontier orbital gap: 10.63 eV
* ΔE to the lowest compared entry with this formula, charge and spin: 29.4 kcal per mole
* E_tot: -9414.2595 eV
* SMILES: OCCCO.O

=====

No. 2
The following is a DFT calculation (ωB97M-V with the def2-TZVPD basis set) of one molecule with the formula BrClHOP.

Last column: Mulliken charge in e.
CARTESIAN COORDINATES (ANGSTROEM)
O  -0.2173  1.2175  0.3758  -0.456
P  0.6260  0.7032  -0.6999  0.510
Cl  -1.0361  -1.2255  -0.2382  -0.202
Br  2.3007  -0.4166  0.3548  -0.177
H  -1.6733  -0.2786  0.2074  0.325

Cartesian forces (eV/Å) of the 3 atoms listed first:
O 0.1 1.4 0.1
P 0.7 0.1 0.4
Cl 0.2 -3.2 -1.0

* molecular weight: 163.34 g mol⁻¹
* frontier orbital gap: 9.41 eV
* ΔE to the lowest compared entry with this formula, charge and spin: 30.7 kcal per mole
* E_tot: -93917.8089 eV

=====

No. 3
The following is a DFT calculation (ωB97M-V with the def2-TZVPD basis set) of C38H48IN5OTi as an isolated structure.

Last column: Mulliken charge in e.
CARTESIAN COORDINATES (ANGSTROEM)
Ti  0.2654  -0.5537  -0.7369  -0.051
C  -4.3242  -3.6442  2.5041  -0.922
C  -4.0066  -3.8630  1.0219  -1.252
C  -3.3342  -2.6808  0.3992  0.570
C  -3.8887  -1.6944  -0.3586  0.672
C  -5.3173  -1.5315  -0.7710  -1.288
C  -6.0961  -0.6081  0.1700  -0.957
C  -2.8314  -0.7675  -0.6640  -0.154
C  -3.0062  0.3871  -1.3997  -0.484
C  -2.0335  1.3200  -1.6781  0.025
C  -2.2664  2.5437  -2.4046  0.732
C  -3.5935  2.9819  -2.9358  -1.194
C  -4.4986  3.5696  -1.8491  -0.950
C  -1.0745  3.1933  -2.4594  0.511
C  -0.1218  2.3655  -1.7600  -0.211
C  1.2043  2.6965  -1.5767  -0.624
C  2.1136  1.9460  -0.8640  0.046
N  1.8380  0.7347  -0.2843  0.248
C  3.0125  0.3382  0.3127  0.153
C  3.1811  -0.8189  1.0394  -0.663
C  2.2030  -1.7481  1.3377  0.059
N  0.9025  -1.6908  0.9099  -0.160
C  0.2922  -2.7904  1.4496  0.082
C  -1.0355  -3.1127  1.2570  -0.477
C  -1.9407  -2.3517  0.5466  0.068
N  -1.6453  -1.1787  -0.1065  0.250
C  1.2181  -3.5506  2.2470  0.584
C  2.4133  -2.9026  2.1731  0.782
C  3.6984  -3.2441  2.8587  -1.260
C  3.8897  -2.4663  4.1638  -0.951
C  0.8652  -4.7747  3.0310  -1.339
C  0.1396  -4.4442  4.3386  -0.933
C  4.0423  1.3244  0.1051  0.704
C  3.4819  2.3267  -0.6256  0.655
C  4.0991  3.6145  -1.0702  -1.328
C  3.7331  4.7860  -0.1544  -0.952
C  5.4282  1.2459  0.6632  -1.274
C  5.4939  1.6772  2.1310  -0.936
N  -0.7177  1.2226  -1.2953  0.275
C  -0.7661  4.5237  -3.0677  -1.299
C  -0.8238  5.6619  -2.0452  -0.972
H  -4.8103  -4.5215  2.9319  0.390
H  -4.9882  -2.7890  2.6351  0.239
H  -3.4167  -3.4442  3.0761  0.158
H  -4.9294  -4.0750  0.4799  0.359
H  -3.3779  -4.7491  0.9056  0.426
H  -5.7952  -2.5120  -0.8004  0.426
H  -5.3644  -1.1448  -1.7914  0.445
H  -6.1085  -1.0098  1.1840  0.233
H  -7.1278  -0.4914  -0.1627  0.384
H  -5.6381  0.3816  0.2144  0.204
H  -3.9997  0.5844  -1.7784  0.406
H  -4.0917  2.1383  -3.4193  0.409
H  -3.4349  3.7247  -3.7189  0.387
H  -4.6910  2.8422  -1.0586  0.172
H  -5.4569  3.8789  -2.2672  0.394
H  -4.0323  4.4401  -1.3856  0.235
H  1.5497  3.6265  -2.0062  0.397
H  4.1672  -1.0011  1.4450  0.346
H  -1.4015  -4.0211  1.7158  0.463
H  4.5382  -3.0495  2.1875  0.430
H  3.7210  -4.3155  3.0643  0.419
H  3.8728  -1.3900  3.9835  0.187
H  4.8406  -2.7187  4.6342  0.382
H  3.0896  -2.6928  4.8698  0.234
H  1.7759  -5.3336  3.2524  0.317
H  0.2447  -5.4366  2.4216  0.449
H  0.7637  -3.8206  4.9800  0.242
H  -0.1104  -5.3534  4.8863  0.387
H  -0.7843  -3.8957  4.1482  0.179
H  3.7901  3.8356  -2.0946  0.429
H  5.1839  3.5010  -1.1002  0.364
H  2.6524  4.9314  -0.1153  0.193
H  4.1888  5.7124  -0.5051  0.387
H  4.0763  4.6013  0.8643  0.237
H  6.0894  1.8782  0.0683  0.405
H  5.8107  0.2277  0.5594  0.428
H  5.1636  2.7105  2.2445  0.237
H  6.5114  1.6008  2.5154  0.385
H  4.8468  1.0560  2.7524  0.173
H  -1.4725  4.7179  -3.8760  0.430
H  0.2208  4.4949  -3.5347  0.436
H  -1.8206  5.7407  -1.6091  0.232
H  -0.5795  6.6173  -2.5104  0.388
H  -0.1208  5.4904  -1.2279  0.208
N  1.7591  -0.4785  -3.6549  0.110
C  0.9865  -1.1850  -2.8497  0.548
O  1.4747  -1.7136  -1.7472  -0.528
C  -0.4114  -1.1507  -2.7912  -0.504
I  0.1239  -0.8819  -6.5057  -0.779
H  2.7538  -0.5771  -3.5149  0.280
H  1.4122  -0.4245  -4.6368  -0.181
H  -0.9766  -0.5259  -3.4657  0.303
H  -0.8602  -2.0732  -2.4447  0.333

Cartesian forces (eV/Å) of the 3 atoms listed first:
Ti -0.2 -0.2 -0.1
C 0.0 0.0 0.0
C 0.0 0.0 0.0

* molecular weight: 765.61 g mol⁻¹
* frontier orbital gap: 4.78 eV
* E_tot: -80904.5708 eV

=====

No. 4
The following is a DFT calculation (ωB97M-V with the def2-TZVPD basis set) of C22H16N4O3Re as an isolated structure.

Last column: Mulliken spin population.
CARTESIAN COORDINATES (ANGSTROEM)
Re  0.7675  2.1235  -0.1200  2.758
O  0.0731  0.0490  3.2954  0.055
C  -0.0444  0.5996  2.2417  0.032
N  0.9614  1.4135  1.6703  0.134
C  2.3223  1.3768  2.2282  -0.034
C  3.2611  1.0896  1.0969  0.030
C  4.5436  0.6050  1.2218  0.010
C  5.2941  0.3900  0.0754  0.003
C  4.7524  0.6669  -1.1776  -0.018
C  3.4721  1.1516  -1.2464  -0.031
N  2.7375  1.3581  -0.1254  0.011
C  -1.2158  0.5220  1.3470  0.003
C  -2.3989  -0.0097  1.6238  -0.009
C  -3.4438  -0.1052  0.5787  0.002
C  -3.2074  -0.0173  -1.6143  0.004
C  -1.8296  0.6244  -1.8927  0.007
N  -0.9574  1.0289  0.0201  -0.079
H  2.5736  2.3438  2.6716  0.006
H  2.3660  0.6293  3.0203  -0.003
H  4.9461  0.3960  2.2040  0.001
H  6.3003  -0.0008  0.1558  0.000
H  5.3149  0.5067  -2.0861  0.000
H  2.9997  1.3850  -2.1928  0.000
H  -2.5567  -0.4058  2.6218  0.002
H  -4.4219  -0.2577  1.0244  -0.001
H  -3.8541  -0.1261  -2.4784  0.002
H  -1.5680  0.8796  -2.9142  0.003
O  -2.6261  3.9345  -1.2957  0.008
C  -1.8561  3.1227  -0.9379  -0.041
O  -0.5001  3.4058  -0.7003  -0.016
C  -2.0939  1.6574  -0.7607  0.069
C  -3.4626  1.0278  -0.4837  -0.004
C  -3.1630  -1.1671  -0.5785  0.001
C  -1.8849  -1.9500  -0.5251  0.008
C  -1.8648  -3.3096  -0.2461  0.001
C  -0.6602  -3.9994  -0.1901  0.001
C  0.5435  -3.3459  -0.4231  -0.001
C  0.5422  -1.9930  -0.7223  -0.020
C  -0.6651  -1.3139  -0.7655  0.051
N  -0.6729  0.0806  -1.1093  0.051
H  -4.2921  1.7282  -0.4640  0.000
H  -4.0106  -1.8405  -0.6709  0.000
H  -2.7961  -3.8343  -0.0709  0.001
H  -0.6624  -5.0591  0.0273  0.000
H  1.4743  -3.8950  -0.3889  0.000
H  1.4631  -1.4659  -0.9437  -0.001

Cartesian forces (eV/Å) of the 3 atoms listed first:
Re -0.2 -0.5 -0.1
O 0.0 0.0 0.0
C 0.2 0.2 0.2

* molecular weight: 570.60 g mol⁻¹
* frontier orbital gap (spin up / spin down): 6.90 / 6.61 eV
* net charge: +2
* expectation value of S²: 3.7681
* multiplicity: 4
* E_tot: -37287.6319 eV

=====

No. 5
The following is a DFT calculation (ωB97M-V with the def2-TZVPD basis set) of a 10-piece molecular cluster, C27H70O11 overall.

Last column: Mulliken charge in e.
CARTESIAN COORDINATES (ANGSTROEM)
C  2.8929  -0.3338  -0.8065  -0.907
C  2.1330  -1.1863  -1.7974  -0.648
C  0.6698  -0.8694  -1.9752  -1.248
C  -0.2705  -1.3063  -0.8419  1.193
C  -0.0690  -2.7750  -0.5642  -1.979
C  -1.6835  -0.9713  -1.2928  -0.028
C  -2.3024  0.3214  -0.7044  -0.633
C  -3.6594  0.2089  -1.4055  -0.553
O  -3.9658  -1.1630  -1.3139  -0.422
C  -2.8446  -1.8483  -0.9427  0.029
O  -2.9207  -2.9317  -0.4554  -0.523
H  3.7943  -0.8552  -0.5435  0.121
H  3.2197  0.5746  -1.2746  0.247
H  2.3534  -0.1193  0.0997  0.402
H  2.3021  -2.2303  -1.6076  0.457
H  2.6075  -0.9908  -2.7461  0.326
H  0.5403  0.1900  -2.1495  0.379
H  0.3114  -1.3609  -2.8668  0.457
H  -0.0122  -0.7492  0.0417  0.185
H  -0.6898  -3.0717  0.2611  0.430
H  -0.3642  -3.3929  -1.3940  0.312
H  0.9385  -2.9964  -0.2716  0.509
H  -1.7068  -0.7897  -2.3579  0.536
H  -2.5544  0.1373  0.3289  0.133
H  -1.7538  1.2224  -0.8862  0.428
H  -3.5107  0.5108  -2.4271  0.372
H  -4.3857  0.8197  -0.9057  0.412
C  -4.0986  -4.6067  1.9949  -0.761
C  -2.8557  -5.3579  2.4217  -0.072
O  -2.6945  -5.3308  3.8385  -0.571
H  -4.0485  -3.5695  2.3267  0.263
H  -4.2138  -4.6193  0.9127  0.195
H  -4.9861  -5.0518  2.4493  0.266
H  -1.9678  -4.9004  1.9876  0.189
H  -2.9012  -6.4012  2.0915  0.167
H  -3.4767  -5.7506  4.2103  0.313
C  5.3745  -3.4305  -2.1356  -0.934
C  5.3682  -2.6263  -3.4232  -0.304
O  5.7085  -1.2615  -3.1887  -0.456
H  4.6777  -2.9967  -1.4179  0.137
H  5.0915  -4.4685  -2.3160  0.334
H  6.3676  -3.4194  -1.6797  0.390
H  4.3741  -2.6245  -3.8662  0.257
H  6.0643  -3.0578  -4.1507  0.333
H  6.5888  -1.2363  -2.8053  0.279
C  -0.2000  5.5096  0.0005  -0.881
C  -0.3412  4.4051  -1.0325  -0.475
O  -0.7717  3.1903  -0.4158  -0.418
H  0.5018  5.2156  0.7771  0.193
H  0.1472  6.4407  -0.4433  0.383
H  -1.1642  5.6956  0.4799  0.313
H  0.6073  4.1827  -1.5192  0.270
H  -1.0611  4.7029  -1.8033  0.308
H  -1.6082  3.3726  0.0243  0.191
C  -7.1266  -8.8043  2.3310  -1.169
C  -6.0671  -7.7460  2.0835  -0.144
O  -5.1965  -7.6264  3.2123  -0.467
H  -7.7114  -8.5532  3.2155  0.297
H  -7.8009  -8.8934  1.4784  0.344
H  -6.6652  -9.7786  2.5073  0.338
H  -6.5231  -6.7713  1.9270  0.298
H  -5.4736  -7.9914  1.1966  0.255
H  -4.7820  -8.4832  3.3434  0.274
C  2.9921  7.5637  2.3310  -0.981
C  2.1385  8.5321  1.5342  -0.281
O  0.7712  8.1353  1.5219  -0.463
H  2.9095  6.5620  1.9132  0.229
H  4.0408  7.8653  2.3234  0.341
H  2.6555  7.5226  3.3705  0.331
H  2.4586  8.5658  0.4938  0.283
H  2.2233  9.5424  1.9496  0.287
H  0.4772  8.1049  2.4359  0.270
C  -7.3992  0.2697  -3.3351  -0.941
C  -6.5414  0.2078  -4.5862  -0.279
O  -5.1822  -0.0929  -4.2830  -0.471
H  -7.0096  1.0195  -2.6464  0.209
H  -8.4324  0.5209  -3.5787  0.370
H  -7.3914  -0.6901  -2.8144  0.286
H  -6.5353  1.1705  -5.0940  0.282
H  -6.9361  -0.5408  -5.2818  0.277
H  -5.1599  -0.9467  -3.8395  0.258
C  6.6805  3.8908  -1.9989  -1.291
C  5.6748  3.1256  -1.1565  0.298
O  4.3886  3.7420  -1.1910  -0.466
H  6.7666  4.9181  -1.6503  0.316
H  7.6648  3.4227  -1.9572  0.351
H  6.3600  3.9253  -3.0428  0.362
H  5.9883  3.1092  -0.1152  0.032
H  5.5872  2.0908  -1.4990  0.088
H  4.0934  3.7505  -2.1052  0.278
C  7.0122  0.9408  2.7503  -1.169
C  5.7609  0.8743  1.8926  -0.204
O  5.9899  0.1305  0.6962  -0.355
H  7.8312  1.3912  2.1893  0.269
H  6.8413  1.5282  3.6535  0.367
H  7.3297  -0.0612  3.0477  0.347
H  5.4574  1.8714  1.5836  0.238
H  4.9351  0.4251  2.4544  0.287
H  6.2588  -0.7547  0.9554  0.244
C  -2.0045  1.1980  3.8474  -1.229
C  -1.9835  2.0710  2.6065  0.182
O  -1.8127  3.4514  2.9261  -0.544
H  -2.8053  1.5106  4.5174  0.306
H  -2.1530  0.1484  3.5895  0.319
H  -1.0635  1.2871  4.3948  0.362
H  -2.9293  1.9949  2.0700  0.203
H  -1.1799  1.7603  1.9298  0.165
H  -0.9735  3.5442  3.3840  0.314

Cartesian forces (eV/Å) of the 3 atoms listed first:
C 0.1 -0.5 0.0
C 0.1 0.6 -0.4
C -0.2 -0.1 0.4

* molecular weight: 570.85 g mol⁻¹
* frontier orbital gap: 10.14 eV
* ΔE to the lowest compared entry with this formula, charge and spin: 0.0 kcal per mole
* E_tot: -51654.3726 eV
* SMILES: CCC[C@H](C)[C@@H]1CCOC1=O.CCO.CCO.CCO.CCO.CCO.CCO.CCO.CCO.CCO